Computed, not measured: a 2-piece molecular cluster, C9H14 overall in a non-equilibrium geometry, with wB97M-V/def2-TZVPD.

Geometry as ORCA input:
```
! RIJCOSX wB97M-V def2-TZVPD def2/J DEFGRID3
* xyz 0 1
C -0.897 1.365 2.259
C 0.240 1.151 1.306
C 1.004 -0.043 1.393
C 1.857 -0.392 0.364
C 2.095 0.520 -0.669
C 1.349 1.666 -0.746
C 0.339 1.981 0.195
H -1.541 2.132 1.858
H -0.491 1.672 3.241
H -1.460 0.453 2.438
H 0.748 -0.602 2.289
H 2.533 -1.235 0.460
H 2.939 0.348 -1.329
H 1.622 2.481 -1.415
H -0.069 2.971 0.108
C -1.903 -2.152 -1.202
C -0.612 -1.470 -1.663
H -2.689 -1.444 -1.466
H -2.114 -3.032 -1.806
H -1.926 -2.556 -0.189
H 0.303 -1.999 -1.409
H -0.574 -0.476 -1.261
H -0.755 -1.339 -2.757
*
```

- LUMO energy: 1.010 eV
- E_HOMO: -0.331 hartree
- SMILES: Cc1ccccc1.CC
- Energy relative to the best compared isomer or geometry (same formula, charge and spin): 0.681 eV

Partial atomic charges computed with the natural (NBO) method, in multiples of e: number 1, C, carries -0.635; number 2, C, carries 0.008; number 3, C, carries -0.226; number 4, C, carries -0.197; number 5, C, carries -0.232; number 6, C, carries -0.196; number 7, C, carries -0.236; number 8, H, carries 0.217; number 9, H, carries 0.216; number 10, H, carries 0.219; number 11, H, carries 0.212; number 12, H, carries 0.214; number 13, H, carries 0.216; number 14, H, carries 0.208; number 15, H, carries 0.213; number 16, C, carries -0.608; number 17, C, carries -0.601; number 18, H, carries 0.202; number 19, H, carries 0.195; number 20, H, carries 0.202; number 21, H, carries 0.203; number 22, H, carries 0.207; number 23, H, carries 0.199

=====

Computed, not measured: a 2-piece molecular cluster, C9H14 overall in a non-equilibrium geometry, with wB97M-V/def2-TZVPD.

Geometry as ORCA input:
```
! RIJCOSX wB97M-V def2-TZVPD def2/J DEFGRID3
* xyz 0 1
C -3.496 0.694 -0.026
C -2.015 0.631 0.337
C -1.099 1.287 -0.438
C 0.219 1.350 -0.041
C 0.638 0.850 1.168
C -0.273 0.153 1.999
C -1.634 0.115 1.594
H -3.616 0.547 -1.120
H -4.014 1.623 0.044
H -3.959 -0.080 0.546
H -1.434 1.534 -1.441
H 0.935 2.000 -0.569
H 1.620 0.974 1.570
H 0.153 -0.453 2.829
H -2.314 -0.505 2.151
C 2.117 -1.342 -1.735
C 2.993 -1.334 -0.416
H 1.728 -0.385 -2.059
H 2.621 -1.884 -2.487
H 1.121 -1.734 -1.431
H 2.398 -0.837 0.348
H 3.355 -2.371 -0.342
H 3.957 -0.832 -0.483
*
```

- LUMO energy: 1.038 eV
- E_HOMO: -0.335 hartree
- SMILES: Cc1ccccc1.CC
- Energy relative to the best compared isomer or geometry (same formula, charge and spin): 1.128 eV

Partial atomic charges computed with the natural (NBO) method, in multiples of e: number 1, C, carries -0.629; number 2, C, carries -0.009; number 3, C, carries -0.211; number 4, C, carries -0.212; number 5, C, carries -0.234; number 6, C, carries -0.197; number 7, C, carries -0.221; number 8, H, carries 0.211; number 9, H, carries 0.224; number 10, H, carries 0.213; number 11, H, carries 0.210; number 12, H, carries 0.215; number 13, H, carries 0.214; number 14, H, carries 0.218; number 15, H, carries 0.208; number 16, C, carries -0.612; number 17, C, carries -0.620; number 18, H, carries 0.204; number 19, H, carries 0.203; number 20, H, carries 0.206; number 21, H, carries 0.215; number 22, H, carries 0.208; number 23, H, carries 0.196

=====

Computed, not measured: a 2-piece molecular cluster, C9H14 overall in a non-equilibrium geometry, with wB97M-V/def2-TZVPD.

Geometry as ORCA input:
```
! RIJCOSX wB97M-V def2-TZVPD def2/J DEFGRID3
* xyz 0 1
C -0.713 3.902 -0.228
C -0.717 2.387 -0.463
C 0.451 1.772 -0.214
C 0.426 0.413 -0.356
C -0.776 -0.306 -0.704
C -2.008 0.281 -0.737
C -1.969 1.682 -0.615
H -1.670 4.314 -0.551
H 0.058 4.336 -0.844
H -0.689 4.068 0.921
H 1.251 2.174 0.322
H 1.238 -0.321 -0.038
H -0.653 -1.379 -0.707
H -2.951 -0.281 -0.966
H -2.880 2.167 -0.478
C 1.821 -2.982 1.291
C 1.025 -3.374 0.081
H 1.235 -3.061 2.310
H 2.756 -3.656 1.427
H 2.225 -1.954 1.208
H 0.136 -2.701 0.041
H 0.671 -4.425 0.103
H 1.734 -3.057 -0.804
*
```

- LUMO energy: 1.025 eV
- E_HOMO: -0.322 hartree
- SMILES: Cc1ccccc1.CC
- Energy relative to the best compared isomer or geometry (same formula, charge and spin): 1.727 eV

Partial atomic charges computed with the natural (NBO) method, in multiples of e: number 1, C, carries -0.632; number 2, C, carries 0.005; number 3, C, carries -0.245; number 4, C, carries -0.183; number 5, C, carries -0.225; number 6, C, carries -0.211; number 7, C, carries -0.215; number 8, H, carries 0.212; number 9, H, carries 0.222; number 10, H, carries 0.220; number 11, H, carries 0.217; number 12, H, carries 0.207; number 13, H, carries 0.200; number 14, H, carries 0.223; number 15, H, carries 0.204; number 16, C, carries -0.607; number 17, C, carries -0.614; number 18, H, carries 0.201; number 19, H, carries 0.202; number 20, H, carries 0.202; number 21, H, carries 0.197; number 22, H, carries 0.215; number 23, H, carries 0.207

=====

Computed, not measured: a 2-piece molecular cluster, C9H14 overall in a non-equilibrium geometry, with wB97M-V/def2-TZVPD.

Geometry as ORCA input:
```
! RIJCOSX wB97M-V def2-TZVPD def2/J DEFGRID3
* xyz 0 1
C -1.340 0.753 -1.446
C 0.098 0.145 -1.658
C 1.322 0.917 -1.329
C 2.552 0.288 -1.570
C 2.651 -1.046 -2.033
C 1.467 -1.611 -2.581
C 0.187 -1.091 -2.260
H -2.010 -0.056 -1.797
H -1.535 1.737 -1.854
H -1.651 0.897 -0.375
H 1.319 1.879 -1.049
H 3.562 0.588 -1.287
H 3.712 -1.496 -2.198
H 1.486 -2.486 -3.164
H -0.758 -1.543 -2.692
C -2.029 0.753 3.237
C -0.784 -0.121 3.567
H -2.213 0.322 2.172
H -2.894 0.174 3.626
H -1.864 1.780 3.461
H -0.986 -0.715 4.375
H -0.064 0.471 4.194
H -0.228 -0.540 2.661
*
```

- LUMO energy: 0.946 eV
- E_HOMO: -0.327 hartree
- SMILES: Cc1ccccc1.CC
- Energy relative to the best compared isomer or geometry (same formula, charge and spin): 2.470 eV

Partial atomic charges computed with the natural (NBO) method, in multiples of e: number 1, C, carries -0.638; number 2, C, carries 0.013; number 3, C, carries -0.218; number 4, C, carries -0.212; number 5, C, carries -0.224; number 6, C, carries -0.190; number 7, C, carries -0.246; number 8, H, carries 0.211; number 9, H, carries 0.223; number 10, H, carries 0.219; number 11, H, carries 0.206; number 12, H, carries 0.215; number 13, H, carries 0.219; number 14, H, carries 0.206; number 15, H, carries 0.216; number 16, C, carries -0.644; number 17, C, carries -0.627; number 18, H, carries 0.212; number 19, H, carries 0.214; number 20, H, carries 0.223; number 21, H, carries 0.208; number 22, H, carries 0.199; number 23, H, carries 0.214

=====

Computed, not measured: a 2-piece molecular cluster, C9H14 overall in a non-equilibrium geometry, with wB97M-V/def2-TZVPD.

Geometry as ORCA input:
```
! RIJCOSX wB97M-V def2-TZVPD def2/J DEFGRID3
* xyz 0 1
C -1.174 -2.099 2.250
C -0.615 -1.777 0.904
C -1.489 -1.589 -0.185
C -1.006 -1.459 -1.471
C 0.356 -1.433 -1.712
C 1.244 -1.559 -0.654
C 0.737 -1.763 0.634
H -0.771 -1.432 3.034
H -0.919 -3.110 2.585
H -2.247 -1.951 2.397
H -2.557 -1.534 0.002
H -1.709 -1.329 -2.281
H 0.826 -1.191 -2.664
H 2.310 -1.419 -0.731
H 1.434 -1.973 1.450
C 0.393 2.527 -0.362
C 1.055 3.873 -0.563
H 0.709 1.989 0.533
H -0.685 2.663 -0.174
H 0.355 1.837 -1.202
H 0.389 4.593 -1.026
H 1.985 3.799 -1.135
H 1.380 4.337 0.372
*
```

- LUMO energy: 0.990 eV
- E_HOMO: -0.333 hartree
- SMILES: Cc1ccccc1.CC
- Energy relative to the best compared isomer or geometry (same formula, charge and spin): 0.392 eV

Partial atomic charges computed with the natural (NBO) method, in multiples of e: number 1, C, carries -0.636; number 2, C, carries -0.026; number 3, C, carries -0.209; number 4, C, carries -0.200; number 5, C, carries -0.231; number 6, C, carries -0.201; number 7, C, carries -0.212; number 8, H, carries 0.218; number 9, H, carries 0.223; number 10, H, carries 0.220; number 11, H, carries 0.208; number 12, H, carries 0.212; number 13, H, carries 0.215; number 14, H, carries 0.213; number 15, H, carries 0.205; number 16, C, carries -0.620; number 17, C, carries -0.613; number 18, H, carries 0.209; number 19, H, carries 0.201; number 20, H, carries 0.212; number 21, H, carries 0.205; number 22, H, carries 0.202; number 23, H, carries 0.205